Entry 1:
18
Properties=species:S:1:pos:R:3:forces:R:3:mulliken_charge:R:1 method="wB97M-V/def2-TZVPD" homo_lumo_gap_ev=7.741 relative_energy_kcal_mol=26.8 homo_ev=-4.69 smiles="C[C@@H](S)[C@@H](N)[P@](=O)([O-])O" total_charge=-1
C -0.889541 -1.378684 0.454435 0.48 0.85 -1.18 -1.251
C -1.025974 -0.287267 -0.580440 0.79 3.42 -0.67 -0.028
S -2.795122 0.326566 -0.753048 0.69 -0.51 -1.43 -0.285
C 0.168717 1.024216 -0.480989 0.30 -2.19 0.06 0.055
N -0.061679 1.880271 0.646008 -0.42 1.66 1.03 -0.752
P 1.900430 0.156091 -0.250586 -0.09 0.47 -1.54 0.748
O 2.021263 -0.277329 1.170905 -0.24 -0.06 0.79 -0.736
O 2.993745 0.972646 -0.876290 -0.98 -0.39 0.00 -0.770
O 1.645656 -1.339122 -1.038295 0.40 0.68 1.60 -0.582
H -1.694615 -1.510305 1.107770 -1.07 0.28 1.23 0.419
H 0.061647 -1.287706 0.891339 0.89 0.23 1.40 0.296
H -0.817633 -2.249816 -0.114310 -0.06 -1.82 -0.81 0.318
H -0.835740 -0.730528 -1.570495 -0.21 0.47 0.31 0.322
H -3.182665 0.785289 0.413682 0.41 0.18 0.95 0.097
H 0.256742 1.789882 -1.314253 -0.58 -1.71 0.18 0.295
H 0.753312 2.435922 0.897228 0.20 0.24 -0.98 0.260
H -0.173721 1.488733 1.552888 -0.53 -1.57 0.44 0.261
H 1.675183 -1.798860 -0.155553 0.03 -0.22 -1.38 0.334

Entry 2:
16
Properties=species:S:1:pos:R:3:forces:R:3:mulliken_charge:R:1 method="wB97M-V/def2-TZVPD" homo_lumo_gap_ev="5.151 / 6.983" relative_energy_kcal_mol=149.5 homo_ev="-8.46 / -14.42" spin_multiplicity=3 total_charge=+1
C 2.044880 -0.156899 0.295835 2.89 0.32 -2.65 0.444
C 0.030494 -1.152289 -0.669440 -1.69 -1.12 4.85 -0.261
C -1.078920 0.432790 1.084802 0.84 3.90 -0.51 -0.511
N 2.782880 0.175515 1.185440 -3.31 0.88 4.87 -0.264
N 1.161459 -0.450091 -0.479473 -1.43 -2.66 -3.21 -0.420
N -0.881772 1.009906 -1.158051 -7.45 0.37 -0.76 -0.670
N -1.139534 -0.060740 -0.309267 -2.26 -3.34 -1.73 0.054
H -0.175868 -1.674711 -1.540273 -0.45 0.39 -2.71 0.344
H -0.102355 -2.126830 0.019976 0.63 2.10 -0.33 0.343
H -1.577801 -0.109219 1.891031 0.66 -0.66 -0.52 0.311
H 0.047825 0.654902 1.068000 -1.76 -0.43 1.56 0.145
H -1.567969 1.518521 1.089175 0.91 -2.42 -0.21 0.317
H 3.663405 0.280355 1.483925 4.42 0.36 0.13 0.231
H -0.025583 1.254981 -1.236478 7.73 1.84 0.74 0.229
H -1.115994 0.953493 -2.135030 -1.24 -1.00 -0.15 0.290
H -2.065151 -0.549681 -0.590178 1.50 1.49 0.65 0.418

Entry 3:
9
Properties=species:S:1:pos:R:3:forces:R:3:mulliken_charge:R:1 method="wB97M-V/def2-TZVPD" homo_lumo_gap_ev="8.579 / 5.948" relative_energy_kcal_mol=96.6 homo_ev="-9.06 / -8.03"
C 0.298245 0.862674 1.266243 -0.36 -0.36 -2.13 -0.468
C 1.016770 0.227258 2.101452 -0.61 1.41 0.80 0.194
C -1.644912 -0.323730 -0.380079 -0.26 -1.39 -1.98 -0.470
S 0.089277 0.366867 -0.494059 -0.63 -0.98 0.64 -0.062
S -2.845267 0.630218 0.478976 0.00 -0.07 0.19 -0.082
Cl 2.051175 -0.833194 2.648600 1.17 -1.49 0.33 -0.134
H -0.254650 1.762422 1.369580 -0.32 0.64 0.87 0.453
H -1.940557 -0.148550 -1.466083 0.05 -0.20 0.95 0.242
H -1.830174 -1.496974 -0.295776 0.95 2.44 0.31 0.327

Entry 4:
98
Properties=species:S:1:pos:R:3:forces:R:3:mulliken_charge:R:1 method="wB97M-V/def2-TZVPD" homo_lumo_gap_ev=8.999 relative_energy_kcal_mol=73.2 homo_ev=-9.54 smiles="CCOS(C)(=O)=O.CCOS(C)(=O)=O.CCOS(C)(=O)=O.CCOS(C)(=O)=O.C[N+](=O)[O-].C[N+](=O)[O-].CO.CO.CO.CO"
C 3.834783 -0.745942 -2.114579 0.31 -0.84 -0.60 -0.716
C 4.764403 0.190618 -2.879809 -0.92 -0.50 0.09 -0.464
O 6.113743 -0.107242 -2.437019 0.81 0.21 -0.88 -0.331
S 7.110373 1.122398 -2.151609 -0.45 0.07 2.22 1.103
C 6.283653 1.549888 -0.533139 2.64 -0.53 -0.87 -0.988
O 8.459903 0.640648 -1.920209 -1.94 0.00 -0.29 -0.598
O 6.891623 2.188728 -3.070779 -0.08 0.02 -0.47 -0.581
H 4.303783 -1.729132 -2.152969 0.44 -0.06 0.48 0.366
H 2.969133 -1.014172 -2.720209 -0.52 0.78 0.21 0.349
H 3.591773 -0.505832 -1.079489 -0.01 0.26 -0.17 0.025
H 4.630313 -0.070762 -3.929479 0.62 0.04 -0.10 0.360
H 4.504653 1.246988 -2.811189 0.28 0.01 0.33 0.346
H 6.324143 0.594938 -0.009189 -1.04 -0.08 -0.14 0.205
H 5.356103 2.095708 -0.705869 0.18 -0.33 0.34 0.340
H 7.090653 2.058018 -0.005249 -0.41 0.93 -0.05 0.555
C -3.708297 1.043808 3.057631 0.05 0.05 0.39 -0.439
C -3.259237 -0.371942 3.006541 2.07 -0.38 -0.36 0.421
O -4.260607 -1.120322 2.392731 -1.01 -2.73 -2.01 -0.354
S -3.911927 -2.169332 1.119251 -0.78 0.85 0.60 1.091
C -5.685637 -2.403432 0.678271 1.48 -0.05 0.64 -1.149
O -3.255937 -1.362662 0.045231 -0.73 -2.31 2.52 -0.144
O -3.405127 -3.489592 1.631621 -0.66 3.64 -1.59 -0.709
H -4.394307 1.115958 3.901601 -0.14 0.60 -0.22 0.410
H -4.190267 1.269708 2.106431 -0.08 0.25 0.23 -0.146
H -2.839097 1.688748 3.186601 -0.16 0.18 0.18 0.101
H -2.367847 -0.474042 2.387581 0.34 0.23 -0.10 -0.573
H -2.990997 -0.834252 3.956491 -0.24 0.18 0.23 0.388
H -6.064367 -2.974122 1.526191 -0.07 -0.41 -0.45 0.426
H -5.569457 -2.918112 -0.275519 -0.60 -0.21 0.16 0.397
H -6.266527 -1.482832 0.622081 0.60 0.13 -0.22 0.273
C -2.822537 -4.756632 -3.112939 0.91 -0.68 -1.34 -1.384
C -1.866597 -3.671652 -2.688949 -1.91 1.01 1.22 0.784
O -0.567367 -4.204952 -2.587169 2.30 0.44 0.68 -0.508
S 0.272083 -3.744502 -1.246089 -2.02 0.35 0.38 1.022
C -0.630417 -4.718612 -0.029379 0.67 0.77 -0.51 -0.695
O 1.580993 -4.283622 -1.284999 0.63 -0.24 -0.80 -0.688
O 0.089503 -2.325572 -1.013019 0.20 -1.09 -0.33 -0.178
H -3.858257 -4.747782 -2.773359 0.25 0.36 0.04 0.269
H -2.368497 -5.734072 -2.950009 -0.21 -0.09 0.48 0.343
H -2.738067 -4.648932 -4.194319 -0.92 -0.46 -0.26 0.374
H -1.973727 -2.849422 -3.396469 0.68 -0.08 -0.02 0.143
H -2.146567 -3.231172 -1.732029 -0.08 0.02 0.16 -0.299
H -1.526477 -4.184292 0.286351 -0.08 -0.36 -0.14 -0.009
H 0.066903 -4.813802 0.802961 -0.14 -0.16 0.00 0.405
H -0.766007 -5.656562 -0.567869 -0.31 -0.06 0.50 0.417
C 4.042013 -2.884792 2.562161 -0.46 0.07 -0.09 -1.579
C 3.524303 -1.585562 1.955691 0.97 -0.95 0.23 0.999
O 3.209683 -0.703302 3.022701 -0.58 2.20 -0.04 -0.346
S 3.465353 0.900928 2.762511 -0.54 2.18 -2.35 1.135
C 5.198903 1.018798 3.353701 -0.68 -0.37 -0.84 -1.041
O 3.291703 1.307628 1.318811 1.11 -2.14 3.29 -0.491
O 2.647723 1.684078 3.653521 0.62 -1.50 0.05 -0.558
H 4.511133 -3.356902 1.698941 0.12 -0.67 0.45 0.421
H 3.247753 -3.486892 3.003431 -0.25 -0.14 -0.53 0.357
H 4.707603 -2.779342 3.418881 0.50 0.48 -0.45 0.368
H 4.319473 -1.164232 1.340621 -0.09 0.19 -0.12 -0.069
H 2.668983 -1.808212 1.317761 -0.14 0.31 0.07 -0.208
H 5.126313 0.885198 4.433041 0.13 0.20 -0.14 0.361
H 5.635583 1.960318 3.020611 -0.40 0.16 0.31 0.361
H 5.802833 0.234178 2.897901 -0.21 -0.20 0.06 0.343
C -2.964647 4.004308 0.452301 0.67 0.03 -0.76 -0.476
N -3.794907 4.505478 1.604271 -0.35 0.84 -0.64 1.022
O -4.876927 3.943288 1.859211 2.09 0.95 -0.08 -0.559
O -3.380287 5.573898 2.075151 -1.13 -1.84 0.00 -0.572
H -1.990387 4.492438 0.426641 -0.19 0.03 0.63 0.428
H -3.418147 4.339998 -0.480299 -0.52 -0.08 0.24 0.323
H -2.797387 2.931028 0.361691 -0.54 0.08 0.54 -0.203
C 0.427713 -0.166492 1.012251 1.72 -1.33 0.86 -1.052
N -0.412257 0.925778 0.577821 -2.99 -2.35 -1.22 0.597
O -1.170327 0.710728 -0.381639 1.45 0.48 0.58 0.149
O -0.501637 1.875498 1.287281 0.19 1.82 0.76 -0.434
H 0.016343 -1.175852 1.021151 -0.96 0.50 -0.76 0.123
H 0.693443 -0.008372 2.057471 0.42 0.59 -0.32 0.461
H 1.276923 -0.226962 0.331591 0.12 0.24 0.26 0.367
C -1.437527 3.250618 -3.264199 0.93 1.11 -1.36 -0.503
O -1.117297 3.461768 -1.926359 -0.31 -0.18 1.19 -0.347
H -2.422157 3.620548 -3.550109 -0.39 -0.69 0.59 0.224
H -0.806347 3.942948 -3.821319 0.34 -0.09 -0.58 0.333
H -1.181627 2.249448 -3.611029 -0.58 -0.07 -0.03 0.046
H -0.408327 2.851668 -1.710159 -0.07 0.05 0.18 0.167
C -5.003147 1.295948 -0.922729 -0.72 0.87 0.35 -0.531
O -3.691437 1.307088 -1.466139 -1.01 -0.13 0.21 -0.244
H -5.524997 0.340158 -0.970089 0.24 -0.26 -0.14 0.187
H -5.020667 1.658008 0.105241 0.31 -0.33 0.43 0.099
H -5.671707 2.040808 -1.354339 0.33 -0.03 -0.84 0.354
H -3.221677 0.784478 -0.812069 0.74 -0.15 -0.25 -0.004
C -0.989417 -0.594522 -3.428319 -1.13 0.75 0.21 -0.306
O -2.139207 -0.338002 -4.225789 -0.21 -0.17 -0.62 -0.627
H -1.323197 -0.917752 -2.442309 0.42 -0.44 -0.03 -0.080
H -0.419477 -1.332462 -3.992859 0.31 0.16 0.43 0.461
H -0.483177 0.354218 -3.250249 0.72 -0.18 -0.19 0.168
H -2.620187 0.414088 -3.872779 -0.08 0.03 0.29 0.343
C 0.652373 4.159868 3.391711 -0.19 0.42 -0.40 -0.420
O 1.255033 3.973778 2.135381 0.76 -0.17 -0.60 -0.494
H -0.302357 3.635568 3.432941 -0.19 0.21 0.21 0.073
H 1.269623 3.824198 4.225041 0.20 -0.18 -0.14 0.194
H 0.540693 5.242748 3.446421 -0.50 0.00 0.60 0.269
H 0.754983 3.367308 1.584241 0.02 -0.07 0.37 0.450